(1)
The following is a quantum chemistry calculation of C43H33F6NO4OsS3 as an isolated structure, from the OMol25 dataset.

ORCA input file:
```
! RIJCOSX wB97M-V def2-TZVPD def2/J DEFGRID3
* xyz 2 1
Os 1.094 -0.630 -1.524
C -7.155 1.803 -0.620
C -5.835 1.087 -0.588
C -5.216 0.665 -1.764
C -4.021 -0.030 -1.729
C -3.418 -0.281 -0.497
C -4.012 0.132 0.685
C -5.209 0.820 0.629
S -1.966 -1.253 -0.591
O -0.894 -0.207 -1.075
C -1.455 -1.759 1.035
C -1.675 -3.143 1.235
C -1.126 -3.776 2.305
C -0.276 -3.079 3.195
C 0.359 -3.741 4.275
C 1.147 -3.049 5.143
C 1.344 -1.659 4.970
C 0.748 -0.995 3.940
C -0.081 -1.687 3.019
C -0.719 -1.011 1.930
C -0.717 0.483 1.991
C -1.599 1.050 2.969
C -2.468 0.243 3.758
C -3.296 0.805 4.682
C -3.305 2.205 4.887
C -2.481 3.004 4.156
C -1.610 2.447 3.185
C -0.732 3.268 2.446
C 0.125 2.737 1.537
C 0.130 1.333 1.318
S 1.490 0.733 0.320
O 2.561 0.237 1.164
C 2.012 2.184 -0.545
C 1.163 2.851 -1.425
C 1.648 3.948 -2.103
C 2.966 4.391 -1.916
C 3.468 5.600 -2.650
C 3.783 3.705 -1.022
C 3.317 2.594 -0.332
H -7.561 1.849 -1.628
H -7.045 2.824 -0.250
H -7.879 1.303 0.023
H -5.686 0.868 -2.718
H -3.559 -0.370 -2.648
H -3.558 -0.083 1.637
H -5.672 1.150 1.552
H -2.291 -3.683 0.525
H -1.312 -4.830 2.474
H 0.200 -4.805 4.399
H 1.621 -3.558 5.972
H 1.972 -1.118 5.665
H 0.923 0.065 3.817
H -2.472 -0.831 3.628
H -3.948 0.175 5.271
H -3.960 2.634 5.632
H -2.470 4.076 4.309
H -0.728 4.335 2.630
H 0.809 3.382 1.013
H 0.135 2.533 -1.553
H 1.002 4.478 -2.792
H 3.098 5.620 -3.674
H 4.555 5.635 -2.666
H 3.113 6.509 -2.160
H 4.798 4.044 -0.857
H 3.949 2.052 0.360
O 3.060 -0.576 -1.671
N 3.614 -0.324 -2.873
C 4.944 -0.519 -2.997
C 5.533 -0.294 -4.209
C 4.748 0.130 -5.288
C 3.397 0.330 -5.117
C 2.827 0.095 -3.867
S 1.140 0.370 -3.507
H 5.444 -0.864 -2.104
H 6.595 -0.458 -4.316
H 5.200 0.301 -6.255
H 2.761 0.664 -5.925
C 0.832 -4.771 -0.691
C 0.970 -3.581 -1.627
O 0.759 -2.370 -0.915
C 2.400 -3.635 -2.236
F 3.295 -3.332 -1.295
F 2.697 -4.827 -2.731
F 2.548 -2.737 -3.241
C -0.077 -3.675 -2.765
F 0.227 -4.615 -3.643
F -0.157 -2.494 -3.421
F -1.290 -3.930 -2.273
H 1.559 -4.678 0.114
H 1.013 -5.696 -1.234
H -0.163 -4.791 -0.267
*
```

The maximum force is 1.65 eV Å⁻¹. The gap between HOMO and LUMO (spin up / spin down) is 5.79 / 5.86 eV. The value obtained for the energy is -106069.6186 eV. For the HOMO energy (spin up / spin down), the calculation gives -13.119 / -13.118 eV.

The net atomic charges from Löwdin, expressed in e, are:
1. Os 1.246
2. C -0.029
3. C -0.240
4. C -0.013
5. C -0.064
6. C -0.376
7. C -0.039
8. C -0.007
9. S 1.141
10. O -0.678
11. C -0.322
12. C -0.085
13. C 0.000
14. C -0.138
15. C -0.012
16. C -0.040
17. C -0.033
18. C -0.002
19. C -0.104
20. C -0.135
21. C -0.121
22. C -0.105
23. C -0.026
24. C -0.033
25. C -0.037
26. C -0.006
27. C -0.133
28. C 0.017
29. C -0.036
30. C -0.239
31. S 0.903
32. O -0.335
33. C -0.426
34. C -0.131
35. C -0.009
36. C -0.235
37. C -0.026
38. C -0.002
39. C -0.035
40. H 0.083
41. H 0.094
42. H 0.093
43. H 0.124
44. H 0.119
45. H 0.086
46. H 0.128
47. H 0.119
48. H 0.132
49. H 0.123
50. H 0.118
51. H 0.118
52. H 0.124
53. H 0.124
54. H 0.119
55. H 0.119
56. H 0.124
57. H 0.132
58. H 0.110
59. H 0.118
60. H 0.131
61. H 0.089
62. H 0.086
63. H 0.101
64. H 0.127
65. H 0.125
66. O -0.288
67. N -0.164
68. C 0.030
69. C 0.006
70. C -0.003
71. C -0.033
72. C -0.555
73. S 0.826
74. H 0.160
75. H 0.131
76. H 0.132
77. H 0.128
78. C 0.053
79. C -0.354
80. O -0.260
81. C -0.567
82. F 0.177
83. F 0.200
84. F 0.132
85. C -0.572
86. F 0.214
87. F 0.100
88. F 0.166
89. H 0.118
90. H 0.118
91. H 0.081


(2)
The following is a quantum chemistry calculation of C43H33InN6O3S4Se3 as an isolated structure, from the OMol25 dataset.

ORCA input file:
```
! RIJCOSX wB97M-V def2-TZVPD def2/J DEFGRID3
* xyz -2 1
In 0.297 -0.394 0.341
O 5.652 -0.098 5.171
C 5.820 -0.570 4.032
O 6.844 -1.009 3.476
C 4.523 -0.698 3.189
C 4.535 -1.309 1.947
C 3.360 -1.434 1.220
N 2.190 -0.999 1.699
C 2.158 -0.461 2.924
C 3.302 -0.272 3.682
C 0.801 -0.203 3.476
C 0.597 0.317 4.743
C -0.700 0.435 5.219
C -1.752 0.011 4.430
C -1.467 -0.479 3.165
N -0.224 -0.567 2.698
C 3.351 -2.178 -0.070
C 4.541 -2.448 -0.743
C 4.510 -3.246 -1.869
C 3.293 -3.752 -2.290
C 2.154 -3.403 -1.583
N 2.170 -2.625 -0.501
H 5.478 -1.701 1.598
H 3.290 0.160 4.671
H 1.433 0.633 5.348
H -0.880 0.863 6.197
H -2.783 0.095 4.749
H -2.248 -0.731 2.461
H 5.472 -2.025 -0.400
H 5.421 -3.453 -2.416
H 3.210 -4.379 -3.167
H 1.185 -3.755 -1.905
Se 0.085 4.430 2.100
C 0.180 2.754 1.506
N 0.249 1.651 1.138
S -2.374 3.947 -1.509
C -1.343 3.874 -2.876
C -0.782 2.640 -2.956
N -1.156 1.757 -1.978
C -1.987 2.312 -1.150
H -1.185 4.720 -3.523
H -0.062 2.331 -3.700
H -2.402 1.781 -0.295
O -3.101 0.298 0.850
C -4.380 0.677 1.092
C -4.404 1.638 2.297
C -3.449 2.572 2.557
C -3.694 3.315 3.744
C -4.837 2.925 4.374
S -5.619 1.657 3.520
C -5.311 -0.503 1.402
C -6.673 -0.579 1.344
C -7.178 -1.831 1.787
C -6.183 -2.680 2.170
S -4.638 -1.968 1.978
C -4.995 1.413 -0.109
C -5.570 2.645 -0.193
C -5.995 2.974 -1.514
C -5.728 1.978 -2.402
S -4.952 0.649 -1.650
H -2.577 2.704 1.932
H -3.031 4.089 4.106
H -5.253 3.302 5.295
H -7.284 0.237 0.981
H -8.228 -2.092 1.806
H -6.276 -3.696 2.519
H -5.674 3.299 0.662
H -6.453 3.914 -1.787
H -5.913 1.972 -3.464
Se -1.840 -1.669 -0.450
C -1.197 -3.088 -1.475
N -1.015 -4.001 -2.161
C 5.092 -1.831 -5.937
C 4.346 -1.208 -4.785
C 2.974 -1.343 -4.659
C 2.271 -0.778 -3.596
C 0.784 -0.938 -3.524
C 2.968 -0.059 -2.618
Se 2.073 0.856 -1.188
C 4.358 0.109 -2.741
C 5.157 0.890 -1.732
C 5.019 -0.472 -3.817
H 4.426 -2.438 -6.551
H 5.903 -2.473 -5.584
H 5.540 -1.069 -6.580
H 2.422 -1.912 -5.402
H 0.415 -1.614 -4.296
H 0.279 0.026 -3.610
H 0.483 -1.341 -2.559
H 4.663 1.821 -1.459
H 6.150 1.116 -2.126
H 5.276 0.326 -0.803
H 6.095 -0.339 -3.900
*
```

The maximum force is 0.76 eV Å⁻¹. The gap between HOMO and LUMO is 6.91 eV. The value obtained for the energy is -304768.3395 eV. For the HOMO energy, the calculation gives -3.254 eV.

The net atomic charges from Löwdin, expressed in e, are:
1. In 0.421
2. O -0.049
3. C -0.691
4. O -0.052
5. C -0.073
6. C 0.055
7. C -0.204
8. N 0.085
9. C -0.182
10. C 0.062
11. C -0.214
12. C 0.004
13. C -0.043
14. C -0.030
15. C -0.103
16. N 0.045
17. C -0.240
18. C -0.022
19. C -0.062
20. C -0.055
21. C -0.125
22. N 0.118
23. H 0.112
24. H 0.111
25. H 0.109
26. H 0.108
27. H 0.108
28. H 0.041
29. H 0.108
30. H 0.108
31. H 0.106
32. H 0.058
33. Se 0.467
34. C -0.905
35. N -0.011
36. S 0.982
37. C -0.420
38. C -0.274
39. N -0.019
40. C -0.495
41. H 0.049
42. H 0.092
43. H 0.036
44. O -0.405
45. C -0.663
46. C -0.452
47. C -0.123
48. C -0.186
49. C -0.442
50. S 1.021
51. C -0.494
52. C -0.162
53. C -0.201
54. C -0.430
55. S 1.049
56. C -0.465
57. C -0.136
58. C -0.213
59. C -0.430
60. S 1.057
61. H 0.081
62. H 0.091
63. H 0.046
64. H 0.113
65. H 0.088
66. H 0.051
67. H 0.110
68. H 0.090
69. H 0.053
70. Se 0.727
71. C -0.775
72. N 0.029
73. C -0.065
74. C -0.294
75. C -0.034
76. C -0.294
77. C -0.068
78. C -0.499
79. Se 0.782
80. C -0.314
81. C -0.085
82. C -0.041
83. H 0.066
84. H 0.070
85. H 0.072
86. H 0.110
87. H 0.083
88. H 0.060
89. H 0.007
90. H 0.046
91. H 0.072
92. H 0.069
93. H 0.112